The following is a DFT calculation (ωB97M-V/def2-TZVPD) of 9 unconnected molecules or ions with the total composition C27H71NO9 at a distorted geometry.

SMILES string: CC1(C)CCCC(C)(C)N1O.CC(C)O.CC(C)O.CC(C)O.CC(C)O.CC(C)O.CC(C)O.O.O

Last column: Mulliken charge in e.
Cartesian coordinates (Å):
C (17.6642, 4.0053, -8.5127)  -1.0873
C (17.5004, 3.6865, -10.0079)  1.3951
C (18.6805, 4.2947, -10.7944)  -1.9169
C (17.5519, 2.1430, -10.2962)  -0.8335
C (16.2905, 1.4444, -9.9078)  -0.7919
C (15.1222, 2.0272, -10.6848)  -1.2134
C (14.9280, 3.5867, -10.4334)  1.4813
C (14.0129, 4.0116, -11.5469)  -1.9619
C (14.1941, 3.7845, -9.0688)  -1.7752
N (16.2594, 4.2614, -10.4900)  0.4654
O (16.1395, 5.6171, -10.3863)  -0.5124
H (18.5931, 3.5271, -8.2018)  0.0812
H (17.8000, 5.0613, -8.2792)  0.3867
H (16.7517, 3.6861, -8.0092)  0.2035
H (19.6100, 3.7570, -10.6070)  0.2169
H (18.4616, 4.2885, -11.8622)  0.4987
H (18.8454, 5.2878, -10.3767)  0.4119
H (17.8165, 2.0002, -11.3439)  0.4931
H (18.3293, 1.6741, -9.6931)  0.1448
H (16.4088, 0.4366, -10.3058)  0.3986
H (16.1793, 1.3644, -8.8264)  0.3444
H (14.2750, 1.4913, -10.2569)  0.4274
H (15.2990, 1.7366, -11.7203)  0.3859
H (13.0663, 3.4825, -11.4370)  0.4010
H (14.3869, 3.8662, -12.5604)  0.3904
H (13.7271, 5.0392, -11.3225)  0.4976
H (14.1314, 4.8562, -8.8801)  0.3838
H (14.6466, 3.3198, -8.1928)  0.2976
H (13.1704, 3.4122, -9.0303)  0.4477
H (16.0526, 5.9285, -11.2903)  0.3588
C (18.7479, 1.9335, -5.3861)  -0.8983
C (18.2595, 1.0913, -4.2294)  0.4495
C (19.4936, 0.4229, -3.4784)  -1.5767
O (17.5891, 1.8361, -3.1598)  -0.5648
H (17.9190, 2.5616, -5.7126)  0.2078
H (19.1315, 1.3014, -6.1869)  0.3246
H (19.6278, 2.5519, -5.2090)  0.2840
H (17.5912, 0.3230, -4.6182)  0.2264
H (20.1864, 1.1249, -3.0144)  0.4400
H (19.9939, -0.1676, -4.2459)  0.3560
H (19.2045, -0.2367, -2.6602)  0.4441
H (18.0420, 1.5590, -2.3600)  0.3289
C (26.7835, 2.6260, -3.9894)  -1.1392
C (27.4165, 3.5606, -5.0062)  0.6266
C (26.4561, 4.6724, -5.4051)  -0.6912
O (28.6204, 4.1241, -4.5004)  -0.5845
H (25.8933, 2.1155, -4.3569)  0.1257
H (26.5316, 3.2526, -3.1339)  0.4258
H (27.4885, 1.8543, -3.6800)  0.2824
H (27.7131, 3.0238, -5.9073)  0.1323
H (25.6683, 4.2717, -6.0429)  -0.2661
H (26.9831, 5.4767, -5.9185)  0.3002
H (25.9959, 5.0675, -4.4995)  0.4836
H (28.4365, 4.7438, -3.7907)  0.3472
C (24.7471, -3.4412, -5.6853)  -1.5604
C (25.5709, -2.1492, -5.6290)  0.9412
C (26.9306, -2.2817, -4.8901)  -1.3724
O (25.9537, -1.9202, -6.9239)  -0.5970
H (23.7793, -3.2508, -6.1492)  0.4500
H (24.4960, -3.7045, -4.6578)  0.4072
H (25.1945, -4.3024, -6.1815)  0.3655
H (25.0534, -1.2564, -5.2781)  0.0172
H (26.8125, -2.3104, -3.8069)  0.3694
H (27.6520, -1.5037, -5.1401)  0.3317
H (27.3474, -3.2369, -5.2095)  0.3495
H (25.3089, -2.3093, -7.5193)  0.2882
C (22.9574, 2.0197, -13.5953)  -1.5267
C (22.7884, 1.9701, -12.0256)  0.7962
C (22.3000, 0.6225, -11.4236)  -0.8543
O (24.0791, 2.1330, -11.3839)  -0.5587
H (22.0464, 2.0875, -14.1900)  0.3640
H (23.5805, 1.2020, -13.9575)  0.3523
H (23.5264, 2.9029, -13.8857)  0.3856
H (22.2082, 2.8832, -11.8921)  0.0558
H (21.2468, 0.4847, -11.6681)  0.2464
H (22.3916, 0.5712, -10.3387)  0.2001
H (22.9660, -0.1342, -11.8382)  0.2831
H (23.8041, 2.1375, -10.4642)  0.3984
C (21.8615, 2.6360, -8.0278)  -1.3658
C (23.3322, 2.4054, -7.5778)  1.7883
C (23.3871, 1.5536, -6.2745)  -0.9441
O (23.9306, 1.7403, -8.6324)  -0.5439
H (21.6750, 3.3405, -8.8383)  0.2671
H (21.1904, 2.9837, -7.2424)  0.3533
H (21.3616, 1.7416, -8.3996)  0.4161
H (23.9760, 3.2509, -7.3359)  -0.9211
H (23.2276, 2.2428, -5.4453)  0.5105
H (24.3380, 1.0263, -6.1971)  -0.2715
H (22.5672, 0.8354, -6.2814)  0.2780
H (24.8540, 1.6313, -8.3935)  0.0954
C (24.6461, 7.2926, -7.3304)  -1.2785
C (23.7706, 6.7468, -8.4070)  0.9979
C (22.2657, 6.7607, -8.0668)  -1.2470
O (24.0206, 7.4384, -9.5877)  -0.6074
H (24.2165, 8.2551, -7.0525)  0.3335
H (25.7065, 7.4180, -7.5490)  0.3901
H (24.5272, 6.5800, -6.5142)  0.2011
H (24.0897, 5.7234, -8.6046)  -0.0456
H (22.0746, 6.4794, -7.0312)  0.3318
H (21.6388, 6.0867, -8.6506)  0.1818
H (21.9566, 7.8052, -8.1078)  0.4176
H (24.9244, 7.3350, -9.8942)  0.3571
O (27.2746, 3.5017, -9.1278)  -0.5986
H (26.5968, 3.2334, -8.5075)  0.2846
H (27.4964, 4.3961, -8.8690)  0.2988
O (26.5637, 0.7983, -7.2068)  -0.3217
H (27.4367, 0.6210, -7.5568)  0.2134
H (26.2231, -0.0627, -6.9641)  0.2132

The following is a DFT calculation (ωB97M-V/def2-TZVPD) of a single C24H27N3O3S molecule at a distorted geometry.

SMILES string: CC(C)CCNC(=O)c1c(CSc2ccccc2)noc1C(=O)NCc1ccccc1

Last column: Mulliken charge in e.
Cartesian coordinates (Å):
C (-2.3134, 3.2967, -0.8692)  -1.2852
C (-2.6460, 3.8922, 0.4982)  0.7512
C (-1.9519, 5.2417, 0.6684)  -1.5636
C (-2.3316, 2.9335, 1.6572)  -1.1286
C (-0.8557, 2.6100, 1.8901)  -0.9253
N (-0.3132, 1.7569, 0.8607)  0.5692
C (0.7751, 2.0872, 0.1594)  0.7764
O (1.4371, 3.0945, 0.3622)  -0.7322
C (1.1519, 1.1334, -0.9225)  1.6056
C (2.4015, 1.1827, -1.6292)  -0.7787
C (3.6003, 1.9573, -1.2606)  -0.7597
S (4.7451, 0.8280, -0.3406)  -0.1809
C (3.5068, -0.1135, 0.5457)  -0.3603
C (2.8685, 0.4384, 1.6442)  -0.1392
C (1.8337, -0.2561, 2.2475)  -0.5072
C (1.4413, -1.4894, 1.7552)  -0.3411
C (2.1012, -2.0480, 0.6723)  -0.3345
C (3.1423, -1.3640, 0.0692)  -0.3895
N (2.4212, 0.2924, -2.5837)  -0.8208
O (1.2517, -0.3741, -2.5524)  -0.2465
C (0.4796, 0.1049, -1.5507)  0.1971
C (-0.7697, -0.6436, -1.2850)  0.2016
O (-1.5592, -0.3434, -0.4004)  -0.8199
N (-0.9389, -1.6999, -2.0951)  -0.1557
C (-1.9520, -2.7085, -1.8425)  -1.4489
C (-1.3572, -3.8217, -1.0157)  0.7607
C (-1.3122, -3.7055, 0.3680)  -0.1120
C (-0.7051, -4.6867, 1.1314)  -0.6547
C (-0.1341, -5.7897, 0.5184)  -0.4580
C (-0.1739, -5.9097, -0.8603)  -0.5533
C (-0.7800, -4.9276, -1.6248)  -0.5213
H (-2.6789, 2.2752, -0.9483)  0.1954
H (-1.2403, 3.2968, -1.0398)  0.2061
H (-2.7761, 3.8897, -1.6557)  0.5109
H (-3.7299, 4.0611, 0.5334)  0.4096
H (-2.1529, 5.6585, 1.6530)  0.3605
H (-2.3117, 5.9434, -0.0808)  0.4418
H (-0.8766, 5.1417, 0.5438)  0.2967
H (-2.8647, 1.9943, 1.4890)  0.3709
H (-2.7192, 3.3749, 2.5784)  0.4679
H (-0.7614, 2.0953, 2.8546)  0.2260
H (-0.2472, 3.5151, 1.9233)  0.5741
H (-0.8746, 0.9557, 0.5792)  0.1254
H (4.1647, 2.2750, -2.1337)  0.5467
H (3.3386, 2.7958, -0.6181)  0.2660
H (3.1695, 1.4086, 2.0083)  0.4523
H (1.3290, 0.1731, 3.0999)  0.4793
H (0.6224, -2.0207, 2.2157)  0.3944
H (1.7978, -3.0141, 0.2940)  0.3846
H (3.6610, -1.7789, -0.7821)  0.4242
H (-0.2032, -1.9304, -2.7465)  0.3149
H (-2.7638, -2.2189, -1.3003)  0.3427
H (-2.3191, -3.0806, -2.8012)  0.5599
H (-1.7528, -2.8398, 0.8401)  0.4246
H (-0.6762, -4.5928, 2.2070)  0.4048
H (0.3414, -6.5541, 1.1144)  0.3862
H (0.2702, -6.7682, -1.3419)  0.4005
H (-0.8090, -5.0239, -2.7011)  0.3884

The following is a DFT calculation (ωB97M-V/def2-TZVPD) of 11 unconnected molecules or ions with the total composition H21O11 at a distorted geometry.

Charge: -1

Last column: Mulliken charge in e.
Cartesian coordinates (Å):
O (-0.4037, -3.5748, 1.8890)  -0.6491
H (0.2571, -3.2415, 1.2593)  0.3589
H (-1.2226, -3.1318, 1.6609)  0.2838
O (0.6325, -3.0565, -0.6035)  -0.6056
H (1.5352, -3.3868, -0.6924)  0.2830
H (0.5429, -2.5645, -1.4366)  0.2698
O (4.3779, 0.5670, -0.4989)  -0.6580
H (-3.8352, 2.2212, -1.5543)  0.3024
H (-0.4397, 0.9127, -1.7917)  0.4398
O (0.1190, -0.7833, 0.7655)  -0.6674
H (-0.5429, -0.1588, 1.0777)  0.2217
H (1.5974, 0.3030, 1.3051)  0.3667
O (-0.1363, 2.0348, 3.3789)  -0.6857
H (-2.5514, 1.0379, 1.1107)  0.2912
H (0.4196, -0.5844, -0.1722)  0.5053
O (-0.9781, 1.7706, -2.0082)  -0.7145
H (-1.1463, 2.3069, -1.2427)  0.2608
H (1.3001, -0.1538, -2.2796)  0.1094
O (0.5193, -0.2365, -1.7243)  -1.1073
H (4.0600, 0.7924, -1.3693)  0.3088
O (-3.3518, 2.3120, -0.7281)  -0.5996
H (3.7109, 0.4108, 0.1732)  0.3416
H (-2.5794, 2.8027, -0.9937)  0.3098
O (-0.5278, -1.6630, -3.5955)  -0.7152
H (-0.2330, -1.0860, -2.7995)  0.4628
H (-1.2254, -2.2480, -3.2899)  0.2860
O (-2.3173, 1.1126, 2.0436)  -0.6265
H (-0.2689, 1.0868, 3.2203)  0.3172
H (-2.1998, 2.0357, 2.2759)  0.3321
O (2.0511, 1.1026, 1.6369)  -0.6829
H (0.3247, 2.1488, 2.5279)  0.3470
H (2.5117, 0.9113, 2.4558)  0.3137

The following is a DFT calculation (ωB97M-V/def2-TZVPD) of 2 unconnected molecules or ions with the total composition C5H16NO2 at a distorted geometry.

Charge: +1

Last column: Mulliken charge in e.
Cartesian coordinates (Å):
C (1.5753, -0.9443, -0.4922)  -0.6622
O (2.7305, -0.4732, 0.2734)  -0.6003
C (0.3478, -0.2888, 0.1252)  -0.3279
C (-0.7242, -0.0830, -0.9763)  0.4867
C (-0.1812, 0.9504, -1.9888)  -1.5158
C (-2.0432, 0.5262, -0.3451)  -1.4926
N (0.7581, 1.0291, 0.8388)  -0.2476
H (1.8231, -0.7321, -1.5294)  0.2847
H (1.5549, -2.0044, -0.2278)  0.4222
H (3.2436, -1.1848, 0.6574)  0.3197
H (0.0287, -0.8090, 1.0193)  0.5072
H (-0.8498, -1.0583, -1.4378)  0.5509
H (-0.0524, 0.4938, -2.9770)  0.3303
H (0.7291, 1.4956, -1.6828)  0.3638
H (-0.8545, 1.7757, -2.1856)  0.4431
H (-2.0391, 1.6137, -0.4565)  0.3684
H (-2.8478, 0.1753, -0.9813)  0.4159
H (-2.0008, 0.3393, 0.7251)  0.3343
H (0.3677, 0.9294, 1.7721)  0.3594
H (1.7843, 1.0843, 0.8501)  0.3351
H (0.3787, 1.9047, 0.4754)  0.3425
H (-1.8695, -1.9626, 2.5480)  0.2857
H (-0.6853, -1.4496, 3.4149)  0.2777
O (-1.1741, -1.3274, 2.5809)  -0.5814

The following is a DFT calculation (ωB97M-V/def2-TZVPD) of a single C4H10N2O molecule at a distorted geometry.

SMILES string: CC(=O)NCCN

Last column: Mulliken charge in e.
Cartesian coordinates (Å):
C (-0.1401, 0.4636, -1.9690)  -0.8546
C (0.9635, -0.0613, -1.0450)  0.5136
O (2.0475, 0.4187, -1.0197)  -0.5516
N (0.5952, -1.0864, -0.0384)  -0.1854
C (-0.7006, -1.1329, 0.7519)  -0.5497
C (-1.5105, 0.1515, 1.0008)  -0.4377
N (-0.7783, 1.1017, 1.9094)  -0.4582
H (0.3222, 0.5860, -2.9284)  0.3592
H (-0.3921, 1.2790, -1.3061)  0.2198
H (-0.9687, -0.3845, -2.1280)  0.2183
H (1.4075, -1.3724, 0.4719)  0.2703
H (-0.4189, -1.5981, 1.7386)  0.3296
H (-1.4880, -1.9284, 0.3932)  0.2040
H (-2.4095, -0.1642, 1.5129)  0.3567
H (-1.8557, 0.6826, 0.1112)  0.2552
H (-0.0365, 1.7878, 1.7600)  0.1534
H (-0.9331, 1.1292, 3.0030)  0.1572

The following is a DFT calculation (ωB97M-V/def2-TZVPD) of a single C4H7NO molecule.

Last column: Mulliken charge in e.
Cartesian coordinates (Å):
N (2.4499, -0.0621, 0.2541)  -0.6674
C (1.1868, -0.0046, 0.1864)  0.6363
C (0.3174, -1.1108, 0.7220)  -0.9189
C (-1.4217, -0.2144, -1.0593)  -0.4219
C (-0.8855, 0.9819, -0.3982)  -0.3441
O (0.5379, 1.0631, -0.3839)  -0.3941
H (2.8636, 0.7761, -0.1624)  0.2750
H (0.9307, -1.9716, 0.9789)  0.2998
H (-0.2698, -0.7947, 1.5925)  0.3219
H (-2.4689, -0.2980, -0.7065)  0.2102
H (-0.3815, -1.4261, -0.0886)  0.3371
H (-1.2722, 1.2441, 0.6013)  0.3304
H (-1.2495, 1.7784, -1.0795)  0.3358

| no. | Kohn-Sham gap (Ha) | E_HOMO (Ha) | E (eV) |
| --- | --- | --- | --- |
| 1 | 0.303 | -0.2915 | -49064.7669 |
| 2 | 0.316 | -0.3186 | -46774.7452 |
| 3 | 0.342 | -0.2310 | -22865.4497 |
| 4 | 0.426 | -0.5397 | -11022.6499 |
| 5 | 0.358 | -0.3235 | -9336.4020 |
| 6 | 0.322 | -0.3480 | -7794.5617 |